# 1
The ion C8H18N with charge +1 at a distorted geometry. Source: OMol25; level of theory: wB97M-V/def2-TZVPD.

Output
LUMO level (spin up / spin down) ... -0.212 / -0.212 Ha
Orbital gap (spin up / spin down) ... 7.09 / 7.09 eV
E_HOMO (spin up / spin down) ... -12.87 / -12.87 eV
Max |F| ... 0.1008 hartree/bohr
Total charge ... +1

Positions of all 27 atoms, in Å:
C: -0.6427 -0.9733 -0.6498
C: 0.9362 -1.7199 -0.7260
C: 2.4046 -0.6622 -2.3850
C: 0.3476 1.5008 0.4882
C: -2.2161 1.4603 0.7534
C: -0.7749 0.7178 2.6514
C: 1.4900 -1.7769 -1.9862
C: -0.9215 0.7766 1.1175
N: -0.9325 -0.5227 0.6066
H: -0.4806 -0.1377 -1.3388
H: -1.2250 -1.7183 -1.1254
H: 0.6985 -2.7970 -0.3998
H: 1.5815 -1.2629 0.0664
H: -1.4140 -1.2258 1.2058
H: 3.4525 -0.8069 -2.4674
H: 2.1881 0.2192 -1.7837
H: 2.1187 -0.4475 -3.4056
H: -0.0500 1.9795 -0.4323
H: 0.5812 2.2853 1.2401
H: 1.2599 0.8984 0.2197
H: -2.8601 1.0956 1.4758
H: -2.5847 1.1366 -0.2229
H: -2.0917 2.4414 0.7623
H: -1.0590 1.6844 3.1319
H: -1.3543 -0.0973 3.0975
H: 0.3452 0.4500 2.8875
H: 1.2032 -2.4973 -2.7813

Atom charges from the Mulliken analysis, given in e for atoms 1 to 6: atom 1 (C): -0.90, atom 2 (C): -0.66, atom 3 (C): -0.98, atom 4 (C): -1.48, atom 5 (C): -1.81, atom 6 (C): -1.58

***

# 2
The molecule C8H18N2 at a distorted geometry. Source: OMol25; level of theory: wB97M-V/def2-TZVPD.

Output
SMILES ... CC(C)(C)N1CC[C@@H]1CN
LUMO level ... 0.032 Ha
Orbital gap ... 9.14 eV
E_HOMO ... -8.26 eV
Max |F| ... 0.0362 hartree/bohr
Total charge ... 0

Positions of all 28 atoms, in Å:
C: -1.6499 -0.8567 1.3926
C: -1.2867 -0.2056 0.0765
C: -2.2070 0.9972 -0.1406
C: -1.4088 -1.1912 -1.0739
N: 0.1138 0.3132 0.0329
C: 0.5920 1.3263 1.0147
C: 1.8636 0.5337 1.2041
C: 1.3409 -0.5077 0.1477
C: 2.1686 -0.6275 -1.1088
N: 2.0549 0.5485 -1.9514
H: -2.5330 -1.4956 1.2320
H: -1.9001 -0.1156 2.1859
H: -0.8538 -1.4945 1.7078
H: -3.2789 0.7510 0.0383
H: -2.1148 1.3562 -1.1697
H: -1.8916 1.8163 0.5141
H: -0.6957 -2.0150 -0.9255
H: -1.1380 -0.6816 -1.9886
H: -2.4072 -1.5959 -1.1771
H: 0.6401 2.3252 0.5380
H: -0.0003 1.4286 1.9329
H: 2.8049 1.0289 0.9342
H: 1.9870 0.0630 2.1685
H: 1.1843 -1.5355 0.5585
H: 3.1963 -0.8136 -0.8463
H: 1.7732 -1.4638 -1.7182
H: 2.5674 1.3156 -1.5174
H: 1.0787 0.7962 -2.0612

Atom charges from the Mulliken analysis, given in e for atoms 1 to 6: atom 1 (C): -1.61, atom 2 (C): 1.48, atom 3 (C): -1.66, atom 4 (C): -1.71, atom 5 (N): 0.17, atom 6 (C): -0.68

***

# 3
A cluster of 2 separate species, C8H18N2 in total at a distorted geometry. Source: OMol25; level of theory: wB97M-V/def2-TZVPD.

Output
SMILES ... C1CCNC1.C1CCNC1
LUMO level ... 0.039 Ha
Orbital gap ... 8.99 eV
E_HOMO ... -7.93 eV
Max |F| ... 0.0465 hartree/bohr
Total charge ... 0

Positions of all 28 atoms, in Å:
C: -0.6490 4.1571 -4.4865
C: -1.4251 4.8007 -3.3793
C: -0.3566 5.4520 -2.4681
N: 0.8887 4.9372 -2.8764
C: 0.8395 4.7043 -4.3069
H: -1.1200 4.3343 -5.4725
H: -0.5562 3.0625 -4.3496
H: -2.0767 4.0851 -2.8419
H: -2.0741 5.5835 -3.8171
H: -0.4829 5.0566 -1.4419
H: -0.3387 6.5570 -2.4032
H: 1.7381 5.2989 -2.4243
H: 1.2073 5.6913 -4.6476
H: 1.5725 3.9413 -4.6322
C: 2.3297 0.3540 3.2223
C: 3.5238 -0.5619 3.4787
C: 4.7532 0.1268 2.9373
N: 4.4002 1.5029 2.6531
C: 3.0392 1.7004 3.2257
H: 1.4684 0.1544 3.8884
H: 2.0104 0.1365 2.1849
H: 3.3520 -1.5117 2.9365
H: 3.5340 -0.7898 4.5619
H: 5.0212 -0.2623 1.9363
H: 5.6436 0.0257 3.5872
H: 5.1188 2.1734 2.9544
H: 3.0563 2.1118 4.2532
H: 2.5309 2.4386 2.5759

Atom charges from the Mulliken analysis, given in e for atoms 1 to 6: atom 1 (C): -0.45, atom 2 (C): -0.37, atom 3 (C): -0.61, atom 4 (N): -0.36, atom 5 (C): -0.56, atom 6 (H): 0.32

***

# 4
The molecule C8H18N2 at a distorted geometry. Source: OMol25; level of theory: wB97M-V/def2-TZVPD.

Output
SMILES ... NC[C@@H]1CCC[C@H](CN)C1
LUMO level ... 0.035 Ha
Orbital gap ... 10.34 eV
E_HOMO ... -9.37 eV
Max |F| ... 0.1292 hartree/bohr
Total charge ... 0

Positions of all 28 atoms, in Å:
N: 1.2235 -2.5478 0.2480
C: 1.1385 -1.5245 -0.8940
C: -0.2984 -1.3051 -0.8723
C: -0.7965 -0.2630 -1.8957
C: -0.3097 1.1298 -1.5512
C: -1.0480 1.4509 -0.2319
C: -0.7003 0.5282 0.9276
C: 0.5984 1.0397 1.6840
N: 0.4645 2.5656 2.0269
C: -0.8540 -0.9894 0.5775
H: 2.2992 -2.7700 0.4078
H: 1.0233 -3.5075 -0.1958
H: 1.7489 -0.5887 -0.5342
H: 1.5343 -1.7207 -1.7946
H: -0.6408 -2.2206 -1.2908
H: -0.6302 -0.6572 -2.9018
H: -1.9321 -0.3565 -1.7586
H: -0.6613 1.8960 -2.3453
H: 0.7467 1.0855 -1.6802
H: -2.0837 1.5761 -0.3595
H: -0.8857 2.4511 0.1795
H: -1.5736 0.6869 1.5031
H: 1.7009 0.8583 1.0735
H: 0.8209 0.3967 2.6135
H: 0.3193 2.4701 3.1566
H: 1.4199 3.1009 1.8422
H: -0.6360 -1.5509 1.4783
H: -1.9880 -1.2335 0.5875

Atom charges from the Mulliken analysis, given in e for atoms 1 to 6: atom 1 (N): -0.59, atom 2 (C): -1.18, atom 3 (C): 0.56, atom 4 (C): -1.13, atom 5 (C): -0.47, atom 6 (C): -1.47

***

# 5
A structure of composition C8H18N2OP2 at a distorted geometry. Source: OMol25; level of theory: wB97M-V/def2-TZVPD.

Output
Multiplicity ... 3
LUMO level (spin up / spin down) ... 0.027 / -0.115 Ha
Orbital gap (spin up / spin down) ... 6.67 / 5.60 eV
E_HOMO (spin up / spin down) ... -5.92 / -8.74 eV
⟨S²⟩ ... 2.01
Max |F| ... 0.1108 hartree/bohr
Total charge ... 0

Positions of all 31 atoms, in Å:
C: 2.0466 -0.0571 -1.0412
C: 0.9954 1.2194 -1.1631
C: -0.4309 0.6031 0.7848
C: 0.0454 1.1674 -2.3749
C: -2.7008 -0.0246 0.0688
C: -1.5980 -1.2502 1.8018
C: -0.9196 -1.7273 -0.4640
C: -1.3073 -0.5947 0.5025
N: 2.1466 -0.2964 0.2106
N: 0.3954 1.4345 0.0759
O: 2.6154 -0.2843 -2.0862
P: 2.9087 -1.7034 0.7908
P: 1.0809 2.4205 1.3166
H: 1.9554 1.8966 -1.3344
H: -0.7961 1.1810 1.6959
H: -0.2490 2.1250 -2.5419
H: -0.6805 0.3771 -2.2473
H: 0.6782 0.9142 -3.2266
H: -3.2638 0.4891 0.8471
H: -3.1990 -0.9120 -0.2277
H: -2.4261 0.6067 -0.7470
H: -1.8158 -0.4415 2.5284
H: -2.3596 -1.9203 1.6010
H: -0.7717 -1.7245 2.1661
H: -1.2248 -1.5356 -1.4498
H: -1.4666 -2.6283 -0.1842
H: 0.1334 -1.7330 -0.4704
H: 2.1590 -1.7664 1.9503
H: 4.0249 -1.2145 1.4462
H: 1.5560 3.5880 0.5905
H: 2.4681 1.7913 1.1814

Atom charges from the Mulliken analysis, given in e for atoms 1 to 6: atom 1 (C): 0.31, atom 2 (C): 0.32, atom 3 (C): -1.17, atom 4 (C): -1.47, atom 5 (C): -1.63, atom 6 (C): -2.13

***

# 6
A cluster of 2 separate species, C8H18N3O in total at a distorted geometry. Source: OMol25; level of theory: wB97M-V/def2-TZVPD.

Output
LUMO level ... -0.120 Ha
Orbital gap ... 9.54 eV
E_HOMO ... -12.80 eV
Max |F| ... 0.0859 hartree/bohr
Total charge ... +1

Positions of all 30 atoms, in Å:
C: -3.1857 -1.1985 -0.0851
C: -3.8335 -0.2762 -0.9771
C: -4.6098 0.6244 -0.5032
C: 3.3215 -0.0235 -0.4622
C: 2.5008 2.1912 0.0156
C: -0.9224 -2.1511 0.7854
C: -0.8925 -0.0714 -0.5695
C: -1.8921 1.0942 1.7595
N: -1.8046 -0.1770 1.6828
N: 2.0969 0.8787 -0.6150
N: -1.6383 -0.8415 0.4093
O: -5.3619 1.3464 -0.0608
H: -3.1378 -2.3024 -0.4433
H: -3.7607 -1.3449 0.9240
H: -3.5662 -0.2651 -1.9750
H: 3.0824 -1.1039 -0.6809
H: 4.2030 0.1937 -0.9337
H: 3.7440 -0.0419 0.5518
H: 3.5420 2.5200 -0.1402
H: 1.8352 2.9417 -0.4599
H: 2.4128 1.9497 1.0904
H: 0.1818 -2.0503 0.8429
H: -1.3356 -2.4841 1.7411
H: -1.2407 -2.9682 0.0069
H: -1.3857 0.8950 -0.8131
H: 0.0890 0.4265 -0.2198
H: -0.5865 -0.7904 -1.4151
H: -2.1117 1.4320 2.7418
H: -2.1582 1.7564 1.0116
H: 2.2360 0.9737 -1.6274

Atom charges from the Mulliken analysis, given in e for atoms 1 to 6: atom 1 (C): -0.33, atom 2 (C): -0.83, atom 3 (C): 0.73, atom 4 (C): -1.12, atom 5 (C): -0.94, atom 6 (C): -0.71

***

Copy entry 5 word for word.
A structure of composition C8H18N2OP2 at a distorted geometry. Source: OMol25; level of theory: wB97M-V/def2-TZVPD.

Output
Multiplicity ... 3
LUMO level (spin up / spin down) ... 0.027 / -0.115 Ha
Orbital gap (spin up / spin down) ... 6.67 / 5.60 eV
E_HOMO (spin up / spin down) ... -5.92 / -8.74 eV
⟨S²⟩ ... 2.01
Max |F| ... 0.1108 hartree/bohr
Total charge ... 0

Positions of all 31 atoms, in Å:
C: 2.0466 -0.0571 -1.0412
C: 0.9954 1.2194 -1.1631
C: -0.4309 0.6031 0.7848
C: 0.0454 1.1674 -2.3749
C: -2.7008 -0.0246 0.0688
C: -1.5980 -1.2502 1.8018
C: -0.9196 -1.7273 -0.4640
C: -1.3073 -0.5947 0.5025
N: 2.1466 -0.2964 0.2106
N: 0.3954 1.4345 0.0759
O: 2.6154 -0.2843 -2.0862
P: 2.9087 -1.7034 0.7908
P: 1.0809 2.4205 1.3166
H: 1.9554 1.8966 -1.3344
H: -0.7961 1.1810 1.6959
H: -0.2490 2.1250 -2.5419
H: -0.6805 0.3771 -2.2473
H: 0.6782 0.9142 -3.2266
H: -3.2638 0.4891 0.8471
H: -3.1990 -0.9120 -0.2277
H: -2.4261 0.6067 -0.7470
H: -1.8158 -0.4415 2.5284
H: -2.3596 -1.9203 1.6010
H: -0.7717 -1.7245 2.1661
H: -1.2248 -1.5356 -1.4498
H: -1.4666 -2.6283 -0.1842
H: 0.1334 -1.7330 -0.4704
H: 2.1590 -1.7664 1.9503
H: 4.0249 -1.2145 1.4462
H: 1.5560 3.5880 0.5905
H: 2.4681 1.7913 1.1814

Atom charges from the Mulliken analysis, given in e for atoms 1 to 6: atom 1 (C): 0.31, atom 2 (C): 0.32, atom 3 (C): -1.17, atom 4 (C): -1.47, atom 5 (C): -1.63, atom 6 (C): -2.13